Entry from OMol25: a 2-piece molecular cluster, C34H25NO3S overall in a non-equilibrium geometry (the ωB97M-V functional and the def2-TZVPD basis).

Structure (ORCA input):
```
! wB97M-V def2-TZVPD RIJCOSX def2/J DEFGRID3
* xyz 0 1
C 5.936 -2.859 -2.521
C 5.477 -2.566 -1.229
C 4.324 -1.789 -1.058
C 3.632 -1.332 -2.180
S 2.196 -0.273 -1.944
C 1.072 -1.342 -1.233
C -0.185 -1.563 -1.821
C -0.825 -2.846 -1.805
C -2.176 -2.952 -2.082
C -2.945 -1.792 -2.315
C -4.381 -1.822 -2.340
N -5.552 -1.796 -2.359
C -2.290 -0.564 -2.549
C -0.929 -0.456 -2.352
O 2.670 0.717 -0.999
O 1.751 0.120 -3.268
C 4.033 -1.688 -3.470
C 5.192 -2.454 -3.635
H 6.874 -3.409 -2.657
H 6.023 -2.912 -0.348
H 3.968 -1.520 -0.064
H 1.472 -2.020 -0.498
H -0.189 -3.699 -1.558
H -2.658 -3.934 -2.097
H -2.867 0.313 -2.852
H -0.445 0.508 -2.525
H 3.454 -1.339 -4.324
H 5.517 -2.708 -4.649
C -4.777 -1.971 4.558
O -4.495 -1.893 3.144
C -3.446 -1.146 2.718
C -3.159 -1.188 1.335
C -2.052 -0.538 0.858
C -1.220 0.243 1.694
C -0.286 1.153 1.083
C 0.864 1.725 1.737
C 1.267 2.907 1.018
C 2.130 3.838 1.591
C 2.619 3.588 2.884
C 2.254 2.415 3.572
C 1.383 1.482 3.007
C 0.375 3.062 -0.118
C -0.587 1.980 -0.072
C -1.782 2.109 -0.778
C -1.974 3.225 -1.601
C -1.015 4.247 -1.673
C 0.167 4.178 -0.921
C -1.504 0.245 3.082
C -2.632 -0.380 3.583
H -5.610 -2.672 4.628
H -3.914 -2.350 5.124
H -5.075 -0.985 4.942
H -3.809 -1.787 0.696
H -1.799 -0.646 -0.195
H 2.393 4.733 1.022
H 3.282 4.313 3.354
H 2.657 2.239 4.571
H 1.119 0.566 3.535
H -2.575 1.377 -0.652
H -2.906 3.310 -2.166
H -1.212 5.121 -2.294
H 0.913 4.978 -0.937
H -0.866 0.806 3.759
H -2.873 -0.310 4.646
*
```

For the HOMO energy, the calculation gives -6.350 eV. As for the LUMO energy: -2.8 eV. The calculation puts the HOMO-LUMO gap at 3.519 eV. The calculation puts the total energy at -54127.3901 eV. The calculation puts the relative energy (zero: lowest compared OMol25 entry of this formula, charge and spin) at 0.0 kcal per mole. The value obtained for the largest force on an atom is 2.188 eV/Å.

---

Entry from OMol25: C34H27BrIN4O2PdS as an isolated structure (the ωB97M-V functional and the def2-TZVPD basis).

Structure (ORCA input):
```
! wB97M-V def2-TZVPD RIJCOSX def2/J DEFGRID3
* xyz 1 1
Pd -1.696 -2.226 -1.544
Br 6.068 3.052 0.962
C 5.167 1.668 1.883
C 5.887 0.791 2.680
C 5.209 -0.209 3.359
C 3.835 -0.360 3.202
C 3.119 0.548 2.423
C 3.786 1.564 1.767
N 3.232 -1.363 4.020
N 2.263 -2.042 3.671
C 1.799 -2.133 2.330
C 2.619 -2.239 1.223
C 2.102 -2.389 -0.065
C 0.731 -2.439 -0.265
O 0.200 -2.568 -1.468
C -0.130 -2.415 0.878
N -1.471 -2.532 0.644
C -2.297 -2.524 1.661
C -1.860 -2.416 2.994
C -0.524 -2.294 3.250
C 0.395 -2.287 2.175
H 6.957 0.898 2.784
H 5.739 -0.891 4.010
H 2.041 0.479 2.336
H 3.237 2.272 1.162
H 3.692 -2.202 1.351
H 2.761 -2.472 -0.919
H -3.353 -2.634 1.438
H -2.586 -2.433 3.794
H -0.147 -2.216 4.261
O -1.172 -0.111 -1.946
S -1.895 0.938 -2.760
C -1.989 2.409 -1.665
C -1.417 2.153 -0.300
C -1.987 1.215 0.557
C -1.488 1.035 1.835
C -0.413 1.798 2.276
C 0.166 2.726 1.425
C -0.327 2.895 0.138
C -0.629 1.512 -3.936
C 0.604 2.028 -3.264
C 1.480 1.153 -2.625
C 2.600 1.647 -1.976
C 2.864 3.010 -1.969
C 2.003 3.884 -2.617
C 0.876 3.394 -3.259
H -3.047 2.670 -1.624
H -1.449 3.213 -2.163
H -2.831 0.619 0.228
H -1.943 0.307 2.494
H -0.038 1.676 3.284
H 0.999 3.329 1.764
H 0.138 3.611 -0.528
H -1.110 2.256 -4.573
H -0.437 0.616 -4.529
H 1.277 0.090 -2.627
H 3.278 0.963 -1.482
H 3.747 3.388 -1.470
H 2.213 4.946 -2.631
H 0.213 4.079 -3.778
I -2.580 -4.437 -3.084
C -4.152 -3.344 -2.235
C -5.447 -3.810 -2.137
C -6.377 -2.987 -1.519
C -5.984 -1.745 -1.040
C -4.661 -1.369 -1.172
N -3.757 -2.161 -1.758
H -5.713 -4.782 -2.527
H -7.402 -3.316 -1.413
H -6.688 -1.076 -0.568
H -4.299 -0.411 -0.822
*
```

For the HOMO energy, the calculation gives -9.775 eV. As for the LUMO energy: -3.8 eV. The calculation puts the HOMO-LUMO gap at 5.993 eV. The calculation puts the total energy at -138202.4121 eV. The calculation puts the relative energy (zero: lowest compared OMol25 entry of this formula, charge and spin) at 0.0 kcal per mole. The value obtained for the largest force on an atom is 0.590 eV/Å.